[1]
CH5O2P | ωB97M-V/def2-TZVPD

The geometry in XYZ format:
```
9
Properties=species:S:1:pos:R:3:lowdin_charge:R:1
C 2.399 -0.256 0.590 -0.1401
O 3.466 -0.669 0.193 -0.0316
O -1.217 -0.262 0.081 -0.5189
P -2.710 0.228 -0.438 0.6933
H 1.496 -0.406 -0.046 0.0675
H 2.442 0.540 1.423 0.1009
H -2.605 0.436 -1.905 -0.1163
H -1.007 -1.193 0.196 0.0274
H -2.264 1.583 -0.095 -0.0821
```

- largest force on an atom (eV/A) = 2.39
- SMILES = C=O.OP
- frontier orbital gap (eV) = 9.94
- E_HOMO (eV) = -9.54
- calculated total energy (a.u.) = -532.86736
- energy above the lowest of the compared OMol25 structures with the same formula, charge and spin (kcal/mol) = 38.6



[2]
C29H36AsI2N5ORhSi2 | ωB97M-V/def2-TZVPD

The geometry in XYZ format:
```
77
Properties=species:S:1:pos:R:3:lowdin_spin:R:1
Rh -0.173 -1.205 -1.035 2.3400
I -4.605 -5.386 3.384 0.0043
C -3.203 -4.657 2.035 0.0175
C -1.917 -5.183 2.016 -0.0027
C -0.997 -4.673 1.120 0.0200
I 0.906 -5.526 1.057 0.0020
C -1.302 -3.632 0.228 0.0088
O -0.339 -3.172 -0.578 0.2214
C -2.623 -3.151 0.236 0.0171
C -3.151 -2.086 -0.708 0.0065
N -2.213 -1.775 -1.790 0.0939
C -2.752 -0.921 -2.837 0.0092
C -1.671 -0.636 -3.849 0.0076
C -1.964 -0.182 -5.127 0.0043
C -0.923 0.091 -5.994 0.0019
C 0.384 -0.103 -5.565 0.0042
C 0.591 -0.558 -4.279 0.0289
N -0.416 -0.821 -3.434 0.0944
C -3.550 -3.665 1.142 -0.0040
H -1.638 -5.985 2.684 -0.0003
H -3.355 -1.158 -0.168 0.0008
H -4.104 -2.427 -1.127 0.0043
H -1.888 -2.647 -2.201 0.0007
H -3.085 0.019 -2.389 -0.0001
H -3.621 -1.371 -3.325 0.0030
H -2.995 -0.048 -5.430 0.0005
H -1.125 0.444 -6.997 0.0001
H 1.225 0.086 -6.217 0.0006
H 1.591 -0.730 -3.899 0.0136
H -4.564 -3.280 1.133 -0.0005
N -1.856 3.552 8.851 -0.0001
C -1.604 2.923 7.924 0.0000
C -1.287 2.132 6.758 -0.0002
C 0.000 1.632 6.587 0.0001
C 0.307 0.882 5.466 0.0001
C -0.680 0.623 4.526 0.0008
C -1.969 1.107 4.695 -0.0001
C -2.270 1.870 5.809 0.0000
N -0.364 -0.151 3.370 0.0015
C 0.556 -1.176 3.284 0.0026
C 0.528 -1.601 1.996 0.0078
N -0.391 -0.850 1.284 0.0835
C -0.894 0.009 2.136 0.0085
H 0.760 1.841 7.326 0.0000
H 1.314 0.517 5.318 0.0000
H -2.745 0.868 3.981 0.0000
H -3.272 2.250 5.954 0.0000
H 1.090 -1.544 4.143 0.0003
H 1.073 -2.412 1.544 0.0006
H -1.633 0.760 1.911 -0.0003
C 4.344 2.162 -0.089 0.0161
Si 3.796 0.589 -0.901 0.0922
C 4.136 -0.898 0.145 0.0027
C 4.492 0.403 -2.611 0.0262
As 1.442 0.688 -1.101 0.7123
Si 0.847 2.784 -2.002 0.0875
C -0.850 2.587 -2.728 0.0017
C 2.067 3.295 -3.302 0.0147
C 0.820 3.976 -0.581 0.0249
H 5.419 2.127 0.109 0.0023
H 3.828 2.311 0.861 0.0016
H 4.148 3.030 -0.723 0.0002
H 5.210 -1.095 0.193 -0.0003
H 3.648 -1.785 -0.267 0.0008
H 3.767 -0.752 1.163 0.0007
H 5.568 0.599 -2.590 0.0038
H 4.037 1.099 -3.318 0.0012
H 4.344 -0.614 -2.983 0.0002
H -0.815 2.075 -3.692 0.0000
H -1.302 3.572 -2.880 0.0001
H -1.500 2.019 -2.056 -0.0001
H 2.040 2.614 -4.156 0.0002
H 3.090 3.326 -2.921 0.0002
H 1.814 4.298 -3.659 0.0023
H 0.052 3.698 0.144 0.0012
H 0.595 4.982 -0.947 0.0031
H 1.779 4.012 -0.059 0.0009
```

- net charge = +1
- largest force on an atom (eV/A) = 0.35
- frontier orbital gap (spin up / spin down) (eV) = 7.69 / 5.89
- E_HOMO (spin up / spin down) (eV) = -10.06 / -10.13
- multiplicity = 5
- calculated total energy (a.u.) = -4996.21577
- energy above the lowest of the compared OMol25 structures with the same formula, charge and spin (kcal/mol) = 1.9



[3]
C2H5N2O | ωB97M-V/def2-TZVPD

The geometry in XYZ format:
```
10
Properties=species:S:1:pos:R:3:lowdin_charge:R:1
C 1.664 0.343 0.892 0.1391
C -0.286 0.059 -0.574 -0.3482
N 0.625 0.578 0.227 0.1430
N -1.334 -0.669 0.151 0.2049
O -0.380 0.337 -1.814 0.2485
H 2.088 1.180 1.508 0.1338
H 2.269 -0.547 0.818 0.1134
H -1.031 -1.018 0.985 0.0634
H -2.355 -0.749 -0.108 0.1633
H -1.259 0.487 -2.084 0.1387
```

- net charge = +1
- largest force on an atom (eV/A) = 6.17
- SMILES = C=NC(=[NH2+])O
- frontier orbital gap (eV) = 10.90
- E_HOMO (eV) = -15.69
- calculated total energy (a.u.) = -263.65175
- energy above the lowest of the compared OMol25 structures with the same formula, charge and spin (kcal/mol) = 39.3



[4]
CH3OS | ωB97M-V/def2-TZVPD

The geometry in XYZ format:
```
6
Properties=species:S:1:pos:R:3:lowdin_charge:R:1
S -1.247 -0.816 -1.421 -0.3703
H -2.443 -0.612 -1.954 -0.5258
O 2.068 0.790 1.772 -0.0378
C 0.924 0.911 1.417 -0.1628
H 0.298 1.801 1.288 0.0680
H 0.335 0.038 1.047 0.0286
```

- net charge = -1
- largest force on an atom (eV/A) = 2.29
- frontier orbital gap (eV) = 6.58
- E_HOMO (eV) = -2.62
- calculated total energy (a.u.) = -513.33021
- energy above the lowest of the compared OMol25 structures with the same formula, charge and spin (kcal/mol) = 4.8



[5]
C6H14N2O4Si | ωB97M-V/def2-TZVPD

The geometry in XYZ format:
```
27
Properties=species:S:1:pos:R:3:lowdin_charge:R:1
C 1.740 -0.120 1.795 -0.1822
C 2.162 -1.885 -0.492 -0.1612
C 2.320 1.312 -0.735 -0.1875
C -2.912 0.253 -0.341 -0.0272
C -0.328 -0.276 -0.624 -0.1601
C -1.458 0.519 0.192 -0.2310
N -3.319 -1.210 -0.123 -0.4047
N -1.229 1.932 0.254 -0.3889
O -3.856 -1.473 0.933 0.0832
O -0.179 2.299 0.744 0.0681
O -3.070 -1.962 -1.028 0.0834
O -2.080 2.673 -0.100 0.1219
Si 1.459 -0.204 0.000 0.4825
H 1.858 0.970 2.201 0.0840
H 0.974 -0.551 2.431 0.0345
H 2.618 -0.643 1.932 -0.0083
H 2.830 -2.323 0.189 0.0090
H 1.339 -2.511 -0.771 0.0121
H 2.710 -1.871 -1.436 0.0350
H 1.916 2.116 -0.089 0.0122
H 3.424 1.145 -0.526 0.0486
H 2.194 1.435 -1.852 0.0477
H -3.701 1.012 0.018 0.1561
H -3.029 0.425 -1.421 0.1308
H -0.363 0.230 -1.611 0.0964
H -0.632 -1.361 -0.730 0.0881
H -1.387 0.067 1.189 0.1573
```

- largest force on an atom (eV/A) = 4.29
- SMILES = C[Si](C)(C)C[C@H](C[N+](=O)[O-])[N+](=O)[O-]
- frontier orbital gap (eV) = 10.37
- E_HOMO (eV) = -10.58
- calculated total energy (a.u.) = -936.78980
- energy above the lowest of the compared OMol25 structures with the same formula, charge and spin (kcal/mol) = 148.5



[6]
C7H28O7 | ωB97M-V/def2-TZVPD

The geometry in XYZ format:
```
42
Properties=species:S:1:pos:R:3:lowdin_spin:R:1
C -20.024 20.275 8.367 0.0366
O -20.968 19.668 7.482 0.0145
H -19.501 21.064 7.827 0.0096
H -20.500 20.961 9.067 0.0153
H -19.283 19.653 8.868 0.0016
H -21.512 20.321 7.034 0.0060
C -22.174 22.208 5.150 0.0830
O -22.518 21.694 6.399 0.1187
H -22.270 21.438 4.385 0.0052
H -22.863 22.985 4.819 0.0299
H -21.207 22.710 5.096 0.0168
H -22.699 22.434 6.983 0.0884
C -20.570 18.527 4.210 0.0121
O -19.459 19.083 4.955 0.0020
H -20.589 18.819 3.160 0.0024
H -20.480 17.442 4.159 0.0009
H -21.546 18.756 4.639 0.0053
H -19.682 18.988 5.884 0.0014
C -24.669 20.392 2.120 0.0333
O -23.808 21.087 1.181 0.0060
H -24.084 19.802 2.825 0.0045
H -25.392 21.029 2.628 0.0110
H -25.105 19.590 1.523 0.0021
H -22.902 20.775 1.137 0.0034
C -25.209 22.016 9.607 0.1063
O -25.338 23.436 9.720 0.0850
H -25.168 21.603 10.615 0.0050
H -25.932 21.480 8.993 0.0141
H -24.292 21.837 9.046 0.0211
H -25.321 23.829 8.845 0.0623
C -17.931 21.550 4.209 0.0163
O -17.130 22.687 4.114 0.0086
H -17.397 20.617 4.389 0.0008
H -18.666 21.666 5.006 0.0035
H -18.439 21.284 3.282 0.0025
H -17.483 23.377 3.548 0.0039
C -22.593 26.157 4.561 0.0824
O -22.282 27.352 3.772 0.0078
H -23.591 26.317 4.968 0.0296
H -22.373 25.208 4.072 0.0065
H -21.906 26.189 5.406 0.0308
H -22.569 28.119 4.272 0.0035
```

- net charge = -1
- largest force on an atom (eV/A) = 2.49
- frontier orbital gap (spin up / spin down) (eV) = 2.35 / 9.69
- E_HOMO (spin up / spin down) (eV) = 0.35 / -7.14
- multiplicity = 2
- calculated total energy (a.u.) = -809.98712
- energy above the lowest of the compared OMol25 structures with the same formula, charge and spin (kcal/mol) = 32.9



Question: Number 1 is which compound?
Answer: CH5O2P



Question: The lowest calculated total energy belongs to which entry?
Answer: C29H36AsI2N5ORhSi2



Question: Among the records above, which one has the highest largest force on an atom?
Answer: C2H5N2O